# 1
The following is a quantum chemistry calculation of a 10-piece molecular cluster, H20O10 overall in a non-equilibrium geometry, from OMol25.

Properties
multiplicity	2
calculated total energy	-763.998677	a.u.
HOMO-LUMO gap (alpha / beta)	0.35436 / 0.09155	hartree
charge	+1
expectation value of S²	0.754
highest occupied orbital energy (alpha / beta)	-0.4809 / -0.4809	hartree

Geometry (Å):
O 17.518 -17.526 -3.441
H 17.009 -17.704 -4.232
H 17.910 -16.666 -3.596
O 16.332 -16.453 -0.708
H 17.081 -15.882 -0.538
H 16.562 -17.282 -0.289
O 13.258 -17.266 -5.278
H 13.591 -16.841 -4.488
H 13.141 -18.182 -5.027
O 15.630 -20.057 -2.778
H 15.273 -19.738 -3.607
H 15.912 -19.267 -2.317
O 13.541 -21.896 -2.740
H 13.606 -21.437 -1.903
H 13.379 -22.809 -2.502
O 16.255 -22.842 -4.659
H 16.327 -23.407 -5.428
H 15.596 -22.191 -4.901
O 14.799 -21.148 -6.081
H 14.662 -21.538 -6.944
H 15.258 -20.327 -6.259
O 17.403 -19.100 0.212
H 18.268 -18.808 0.500
H 17.546 -19.987 -0.116
O 17.156 -22.301 -2.240
H 16.812 -22.664 -3.057
H 16.608 -21.536 -2.068
O 12.575 -19.529 -4.213
H 11.672 -19.661 -3.925
H 13.065 -20.242 -3.803

natural (NBO) population analysis, charges in e, atoms 1 to 4: number 1, O, carries -0.95; number 2, H, carries 0.46; number 3, H, carries 0.49; number 4, O, carries -0.95

***

# 2
The following is a quantum chemistry calculation of one molecule with the formula H3NP2S in a non-equilibrium geometry, from OMol25.

Properties
calculated total energy	-1137.434993	a.u.
structure (SMILES)	PNP=S
HOMO-LUMO gap	0.31286	hartree
highest occupied orbital energy	-0.3253	hartree

Geometry (Å):
P -0.893 0.090 0.003
N 0.770 -0.792 0.031
P 2.180 -0.267 0.655
S 3.427 -1.738 0.468
H -0.501 0.670 1.145
H -0.249 1.020 -0.724
H 0.983 -1.643 -0.478

natural (NBO) population analysis, charges in e, atoms 1 to 4: number 1, P, carries 0.56; number 2, N, carries -1.24; number 3, P, carries 0.87; number 4, S, carries -0.53

***

# 3
The following is a quantum chemistry calculation of C28H33CoN8O2P as an isolated structure in a non-equilibrium geometry, from OMol25.

Properties
multiplicity	2
calculated total energy	-3399.446682	a.u.
HOMO-LUMO gap (alpha / beta)	0.24229 / 0.24838	hartree
expectation value of S²	0.805
highest occupied orbital energy (alpha / beta)	-0.2408 / -0.2459	hartree

Geometry (Å):
Co -0.383 0.496 -0.194
C -3.957 2.760 -0.228
C -3.094 1.522 -0.358
O -1.849 1.709 -0.565
C -3.695 0.284 -0.243
C -2.993 -0.939 -0.280
C -3.743 -2.232 -0.139
N -1.690 -0.982 -0.421
N -1.119 -2.230 -0.446
C 0.174 -2.169 -0.598
O 0.811 -1.061 -0.745
C 0.902 -3.462 -0.576
C 2.220 -3.530 -1.015
C 2.903 -4.737 -1.007
C 2.272 -5.888 -0.562
C 0.960 -5.826 -0.111
C 0.278 -4.621 -0.111
H -3.326 3.647 -0.230
H -4.534 2.724 0.696
H -4.656 2.824 -1.063
H -4.766 0.253 -0.106
H -4.815 -2.064 -0.075
H -3.392 -2.747 0.755
H -3.516 -2.876 -0.988
H 2.694 -2.626 -1.378
H 3.922 -4.785 -1.368
H 2.801 -6.832 -0.567
H 0.466 -6.726 0.232
H -0.743 -4.563 0.237
N 0.017 2.641 2.130
C -0.200 1.401 2.696
C -0.331 1.330 4.090
C -0.535 0.110 4.690
C -0.619 -1.024 3.886
C -0.498 -0.866 2.524
N -0.297 0.315 1.928
C 0.446 2.995 0.863
C 0.489 4.357 0.555
C 1.004 4.761 -0.656
C 1.481 3.784 -1.527
C 1.403 2.467 -1.147
N 0.870 2.049 0.015
H -0.114 3.419 2.753
H -0.247 2.238 4.674
H -0.618 0.036 5.766
H -0.762 -2.005 4.315
H -0.554 -1.725 1.865
H 0.140 5.076 1.284
H 1.049 5.810 -0.910
H 1.925 4.058 -2.473
H 1.800 1.675 -1.770
C 5.869 0.537 1.945
N 4.702 0.828 2.768
C 4.371 -0.358 3.548
N 4.167 -1.550 2.737
C 5.347 -1.773 1.911
N 5.703 -0.627 1.087
C 4.705 -0.388 0.051
P 2.967 -0.020 0.681
C 3.572 1.246 1.944
C 2.961 -1.436 1.922
H 6.719 0.352 2.607
H 6.088 1.411 1.325
H 3.459 -0.159 4.119
H 5.194 -0.550 4.243
H 5.164 -2.634 1.264
H 6.193 -1.995 2.569
H 4.653 -1.267 -0.599
H 5.037 0.458 -0.561
H 2.733 1.496 2.603
H 3.852 2.158 1.403
H 2.809 -2.374 1.382
H 2.109 -1.292 2.591

Löwdin population analysis, charges in e, atoms 1 to 4: number 1, Co, carries 0.57; number 2, C, carries -0.02; number 3, C, carries -0.45; number 4, O, carries -0.10

***

# 4
The following is a quantum chemistry calculation of C26H27IrN4OPS2Te as an isolated structure, from OMol25.

Properties
multiplicity	2
calculated total energy	-2810.846625	a.u.
HOMO-LUMO gap (alpha / beta)	0.30421 / 0.20725	hartree
charge	+2
expectation value of S²	0.786
highest occupied orbital energy (alpha / beta)	-0.5207 / -0.5252	hartree

Geometry (Å):
Ir -0.528 -1.063 -0.966
S -2.648 -0.798 -0.071
C -2.415 -2.305 0.690
S -0.944 -2.969 0.182
C -3.263 -2.892 1.671
C -2.888 -4.099 2.303
N -2.533 -5.061 2.831
C -4.443 -2.229 2.072
N -5.380 -1.645 2.404
N 1.554 -1.503 -1.471
C 2.580 -0.934 -0.574
C 3.921 -1.077 -0.892
C 4.884 -0.638 0.004
C 4.509 -0.086 1.224
C 3.167 0.064 1.529
C 2.189 -0.341 0.619
P 0.438 -0.020 0.900
C 0.050 -0.660 2.541
C 0.572 -1.910 2.889
C 0.248 -2.487 4.104
C -0.599 -1.822 4.984
C -1.106 -0.576 4.653
C -0.783 0.010 3.436
C 0.193 1.767 0.864
C 1.255 2.646 0.658
C 1.030 4.018 0.666
C -0.246 4.515 0.879
C -1.311 3.641 1.064
C -1.098 2.273 1.047
H 1.821 -1.317 -2.434
H 1.618 -2.517 -1.388
H 4.220 -1.551 -1.820
H 5.932 -0.750 -0.241
H 5.263 0.228 1.932
H 2.870 0.500 2.475
H 1.249 -2.427 2.220
H 0.658 -3.453 4.367
H -0.852 -2.274 5.933
H -1.749 -0.050 5.346
H -1.175 0.989 3.202
H 2.258 2.276 0.505
H 1.861 4.696 0.522
H -0.413 5.583 0.904
H -2.308 4.028 1.227
H -1.938 1.602 1.181
C -0.819 3.114 -2.653
C -0.108 1.797 -2.603
N 0.973 1.656 -3.380
O -0.525 0.899 -1.859
H -0.930 3.467 -3.678
H -0.231 3.850 -2.100
H -1.792 3.022 -2.180
H 1.295 2.411 -3.962
H 1.518 0.812 -3.360
C -0.372 -1.827 -4.789
Te -1.739 -2.095 -3.184
C -2.975 -0.468 -3.739
H -0.847 -2.210 -5.688
H 0.532 -2.401 -4.597
H -0.146 -0.769 -4.906
H -2.414 0.460 -3.692
H -3.816 -0.440 -3.052
H -3.328 -0.661 -4.749

natural (NBO) population analysis, charges in e, atoms 1 to 4: number 1, Ir, carries 0.33; number 2, S, carries 0.18; number 3, C, carries -0.34; number 4, S, carries 0.28

***

Per-record energy above the lowest of the compared OMol25 structures with the same formula, charge and spin, kJ/mol: 58.6, 57.5, 120.9, 11.7